Entry 1:
This record from OMol25 describes a cluster of 3 separate species, C4H9NO2 in total in a non-equilibrium geometry. The level of theory is wB97M-V/def2-TZVPD.

```
! wB97M-V def2-TZVPD RIJCOSX def2/J DEFGRID3
* xyz 0 1
C 2.2267 0.6747 -0.8255
C 1.0535 -0.7830 0.2732
O 0.5873 -0.9922 1.3973
C 0.5052 0.2438 -0.6624
C -2.5587 0.0329 0.0003
O -3.5925 0.5581 -0.3530
N -2.1082 0.0512 1.2774
H 2.3939 1.3740 -0.0106
H 2.1924 1.1895 -1.7794
H 3.0876 -0.0252 -0.8808
H 1.6474 -1.6489 -0.1095
H -1.5557 -1.7719 -0.0656
H -0.0782 1.0524 -0.1846
H 0.2640 -0.0070 -1.7021
H -2.8057 0.3902 1.9199
H -1.2589 -0.3388 1.7054
*
```

Values from the calculation:
HOMO energy (alpha / beta) = -9.539 / -8.836 eV
Orbital gap (alpha / beta) = 9.288 / 8.574 eV
Lowest unoccupied orbital energy (alpha / beta) = -0.25 / -0.26 eV

natural (NBO) population analysis, charges in e, atoms 1 to 8:
1. C -0.64
2. C 0.40
3. O -0.60
4. C -0.47
5. C 0.65
6. O -0.55
7. N -0.87
8. H 0.22

Entry 2:
This record from OMol25 describes an isolated molecule of C3H5NO2. The level of theory is wB97M-V/def2-TZVPD.

```
! wB97M-V def2-TZVPD RIJCOSX def2/J DEFGRID3
* xyz 0 1
N -0.6173 1.3387 -1.6616
C 0.0186 0.4733 -1.0045
C 0.7261 0.7640 0.9836
O 0.8699 -0.5255 1.1799
C -0.3454 -1.1329 0.7019
O -0.4837 -0.7771 -0.6405
H -1.5986 1.0763 -1.7282
H 1.1201 0.5435 -0.9922
H 1.7307 1.2167 1.0770
H -0.2418 -2.2161 0.7765
H -1.1786 -0.7610 1.3081
*
```

Values from the calculation:
HOMO energy = -8.803 eV
Orbital gap = 8.645 eV
Lowest unoccupied orbital energy = -0.16 eV

natural (NBO) population analysis, charges in e, atoms 1 to 8:
1. N -0.64
2. C 0.35
3. C 0.09
4. O -0.49
5. C 0.23
6. O -0.54
7. H 0.34
8. H 0.18

Entry 3:
This record from OMol25 describes a structure of composition C11H14BF3MoN6O3S in a non-equilibrium geometry. The level of theory is wB97M-V/def2-TZVPD.

```
! wB97M-V def2-TZVPD RIJCOSX def2/J DEFGRID3
* xyz 2 3
H 2.5250 -0.7858 -1.2039
N 0.7423 0.3123 -1.5423
B -1.2420 1.5218 -2.5780
N 0.0814 0.7275 -2.6969
C 0.7766 0.3175 -3.7701
Mo -0.1669 0.8581 0.3310
H 0.4403 0.5541 -4.7790
C 1.9115 -0.3571 -3.3322
H 2.6940 -0.7916 -3.9329
C 1.8628 -0.3549 -1.9345
H -1.6705 1.8179 -3.6456
C -0.5451 1.0230 2.2841
H 0.1791 0.6305 3.0676
H -1.3412 0.2557 2.0519
H -0.9625 2.0118 2.6062
N -0.9507 2.7638 -1.6985
N -2.2157 0.6326 -1.7978
N -0.4850 2.6107 -0.3765
N -1.8874 0.2028 -0.5043
C -1.0073 4.0632 -1.9693
C -3.4057 0.1274 -2.1330
H -1.3524 4.3803 -2.9221
H -3.8507 0.3602 -3.1000
C -0.5859 4.8000 -0.8605
C -3.8911 -0.6224 -1.0705
C -0.2529 3.8862 0.1296
C -2.9320 -0.5704 -0.0743
H -0.5331 5.8499 -0.7778
H -4.8454 -1.1331 -1.0297
H 0.1353 3.9706 1.1257
H -2.8918 -1.0227 0.9004
H 0.8499 1.5046 1.3774
F 3.3392 -2.2533 3.3404
C 2.0775 -2.4513 2.8903
F 1.8255 -3.7792 2.8699
F 1.2203 -1.8682 3.7673
S 1.8606 -1.7076 1.1875
O 2.3516 -0.3349 1.3716
O 2.6780 -2.5544 0.3353
O 0.3955 -1.7844 0.9452
*
```

Values from the calculation:
HOMO energy (alpha / beta) = -16.485 / -16.451 eV
Orbital gap (alpha / beta) = 5.557 / 5.390 eV
Lowest unoccupied orbital energy (alpha / beta) = -10.93 / -11.06 eV
Expectation value of S² = 2.026

natural (NBO) population analysis, charges in e, atoms 1 to 8:
1. H 0.28
2. N -0.36
3. B 0.50
4. N -0.33
5. C 0.12
6. Mo 1.46
7. H 0.27
8. C -0.29

Entry 4:
This record from OMol25 describes a cluster of 2 separate species, C5H12N3 in total in a non-equilibrium geometry. The level of theory is wB97M-V/def2-TZVPD.

```
! wB97M-V def2-TZVPD RIJCOSX def2/J DEFGRID3
* xyz 1 1
C -0.3498 0.9984 2.0066
C -0.5505 0.3382 0.9312
C 0.6289 1.1236 -1.5657
C 0.4403 -1.7733 0.9302
C 0.3906 -0.3084 -1.2321
N -3.4978 -0.4014 0.9913
N -2.7328 -0.2900 0.1361
N 0.4550 -0.4386 0.2696
H 0.6493 1.2121 2.5376
H -1.1013 1.4555 2.6893
H -0.0913 1.7109 -0.9342
H 1.5992 1.6788 -1.2107
H 0.4835 1.1290 -2.7416
H -0.6147 -2.0327 1.2831
H 0.9644 -2.4056 0.2615
H 0.9811 -1.5849 1.9002
H 1.2271 -0.8211 -1.7240
H -0.6496 -0.5142 -1.5601
H -4.5368 -0.7702 1.0473
H 1.4103 -0.0268 0.5907
*
```

Values from the calculation:
HOMO energy (alpha / beta) = -12.186 / -13.104 eV
Orbital gap (alpha / beta) = 7.421 / 9.283 eV
Lowest unoccupied orbital energy (alpha / beta) = -4.76 / -3.82 eV

natural (NBO) population analysis, charges in e, atoms 1 to 8:
1. C -0.51
2. C 0.17
3. C -0.65
4. C -0.40
5. C -0.24
6. N -0.26
7. N 0.07
8. N -0.45

Entry 5:
This record from OMol25 describes an isolated molecule of C22H28N4OS in a non-equilibrium geometry. The level of theory is wB97M-V/def2-TZVPD.

```
! wB97M-V def2-TZVPD RIJCOSX def2/J DEFGRID3
* xyz 0 1
O -2.2088 1.5972 3.3558
C -1.0445 1.0592 2.7751
C -0.6842 1.7439 1.4576
C 0.5725 1.1580 0.7892
C 0.2580 -0.1916 0.1300
N -0.5870 -0.0112 -1.0379
C -1.0052 -1.2874 -1.5991
C -1.7991 -2.0760 -0.6172
C -1.4988 -3.2897 -0.0632
C -2.5483 -3.6376 0.8189
C -3.4562 -2.6263 0.7792
N -3.0062 -1.6638 -0.0939
C -3.7392 -0.5377 -0.3602
N -4.9688 -0.4211 0.0155
C -5.5002 0.7650 -0.3513
C -4.6687 1.5834 -1.0411
S -3.1138 0.8559 -1.2243
C 0.0984 0.8172 -2.0101
C 0.3704 2.1905 -1.3876
N 1.1014 2.1320 -0.1443
C 2.5087 2.4173 -0.1670
C 3.4587 1.5021 -0.9802
C 3.6164 0.1090 -0.4452
C 3.4188 -0.9940 -1.2690
C 3.5562 -2.2822 -0.7815
C 3.8945 -2.4891 0.5440
C 4.1135 -1.3996 1.3702
C 3.9823 -0.1142 0.8779
H -2.0905 2.5484 3.4581
H -0.1987 1.1312 3.4769
H -1.2691 0.0021 2.6182
H -1.5283 1.6596 0.7747
H -0.5007 2.8053 1.6470
H 1.3277 0.9859 1.5639
H 1.1976 -0.6959 -0.1472
H -0.2633 -0.8298 0.8447
H -1.6047 -1.0735 -2.4923
H -0.1400 -1.9007 -1.9067
H -0.6207 -3.8701 -0.2681
H -2.6120 -4.5296 1.4093
H -4.3860 -2.4865 1.2903
H -6.5201 0.9754 -0.0859
H -4.8621 2.5599 -1.4351
H 1.0401 0.3442 -2.3353
H -0.5465 0.9416 -2.8839
H -0.5994 2.6620 -1.1918
H 0.9180 2.8171 -2.0935
H 2.6179 3.4287 -0.5784
H 2.8480 2.4503 0.8708
H 3.1187 1.4633 -2.0167
H 4.4383 1.9901 -0.9740
H 3.1591 -0.8442 -2.3088
H 3.3958 -3.1250 -1.4385
H 3.9954 -3.4927 0.9293
H 4.3922 -1.5528 2.4027
H 4.1724 0.7265 1.5297
*
```

Values from the calculation:
HOMO energy = -7.983 eV
Orbital gap = 8.591 eV
Lowest unoccupied orbital energy = 0.61 eV
Structure (SMILES) = OCC[C@H]1CN(Cc2cccn2-c2nccs2)CCN1CCc1ccccc1

natural (NBO) population analysis, charges in e, atoms 1 to 8:
1. O -0.71
2. C -0.06
3. C -0.44
4. C -0.03
5. C -0.26
6. N -0.46
7. C -0.25
8. C 0.13

Entry 6:
This record from OMol25 describes a cluster of 2 separate species, C4H13N2 in total in a non-equilibrium geometry. The level of theory is wB97M-V/def2-TZVPD.

```
! wB97M-V def2-TZVPD RIJCOSX def2/J DEFGRID3
* xyz 2 2
C -2.4503 -0.4110 0.5393
C -2.0735 1.0296 0.2304
N -0.6176 1.2307 0.6071
H -3.4980 -0.6022 0.3272
H -1.7542 -1.0819 0.0360
H -2.3651 -0.5604 1.6201
H -2.1992 1.2763 -0.8222
H -2.6292 1.7644 0.8108
H -0.4530 1.1114 1.6108
H -0.2806 2.1672 0.3613
H -0.0069 0.5545 0.1066
C 2.5331 -0.3381 0.4143
C 1.4571 -1.3140 -1.5434
N 1.4838 -0.4718 -0.6320
H 2.9791 0.6518 0.3441
H 3.2351 -1.1708 0.3084
H 2.0652 -0.4028 1.3965
H 0.6094 -1.2878 -2.2388
H 2.2464 -2.0722 -1.6323
*
```

Values from the calculation:
HOMO energy (alpha / beta) = -20.444 / -20.446 eV
Orbital gap (alpha / beta) = 11.359 / 6.926 eV
Lowest unoccupied orbital energy (alpha / beta) = -9.09 / -13.52 eV
Expectation value of S² = 0.758

natural (NBO) population analysis, charges in e, atoms 1 to 8:
1. C -0.63
2. C -0.22
3. N -0.67
4. H 0.29
5. H 0.20
6. H 0.23
7. H 0.24
8. H 0.25

Entry 7:
This record from OMol25 describes a cluster of 8 separate species, BH18O7 in total in a non-equilibrium geometry. The level of theory is wB97M-V/def2-TZVPD.

```
! wB97M-V def2-TZVPD RIJCOSX def2/J DEFGRID3
* xyz -1 1
B 32.0560 11.0150 19.2860
H 31.0920 11.5970 18.8800
H 32.7520 11.9620 19.6250
H 31.6800 10.1410 20.0650
H 32.4800 10.2200 18.4900
O 34.5520 9.3650 20.5640
H 33.8460 9.6890 20.0350
H 34.2230 8.8430 21.3170
O 30.6770 11.1280 15.7730
H 30.8200 11.1590 16.7380
H 30.6210 11.9410 15.4930
O 34.6920 12.4200 17.4030
H 35.1050 11.7780 16.8190
H 34.0620 11.9800 18.0980
O 31.4140 13.2750 21.9440
H 31.8810 12.9770 21.2530
H 31.3200 12.5960 22.6560
O 30.3250 9.0480 22.6370
H 30.3700 9.6440 23.3460
H 31.2870 8.9960 22.3440
O 32.7360 15.3360 19.0450
H 32.4470 14.3710 19.1920
H 33.6520 15.3190 19.1290
O 28.8730 9.2930 19.5870
H 29.7390 9.0960 19.3870
H 29.0050 10.0270 20.3260
*
```

Values from the calculation:
HOMO energy = -6.083 eV
Orbital gap = 8.791 eV
Lowest unoccupied orbital energy = 2.71 eV

natural (NBO) population analysis, charges in e, atoms 1 to 8:
1. B -0.81
2. H -0.03
3. H -0.08
4. H -0.05
5. H -0.02
6. O -0.97
7. H 0.51
8. H 0.46

Entry 8:
This record from OMol25 describes an isolated molecule of CH3N in a non-equilibrium geometry. The level of theory is wB97M-V/def2-TZVPD.

```
! wB97M-V def2-TZVPD RIJCOSX def2/J DEFGRID3
* xyz 0 1
C 0.6241 0.2440 -0.0739
N -1.1795 0.1172 -0.1660
H 0.8399 1.2572 0.2543
H 1.2247 -0.7583 0.0915
H -1.5092 -0.8601 -0.1058
*
```

Values from the calculation:
HOMO energy (alpha / beta) = -9.899 / -10.853 eV
Orbital gap (alpha / beta) = 9.748 / 10.653 eV
Lowest unoccupied orbital energy (alpha / beta) = -0.15 / -0.20 eV
Structure (SMILES) = C=N

Okay, here come the natural (NBO) numbers, in e, for every atom:
1. C -0.17
2. N -0.50
3. H 0.18
4. H 0.19
5. H 0.30

Entry 9:
This record from OMol25 describes a structure of composition C3H4N2O in a non-equilibrium geometry. The level of theory is wB97M-V/def2-TZVPD.

```
! wB97M-V def2-TZVPD RIJCOSX def2/J DEFGRID3
* xyz 0 1
N -1.2467 0.6086 -1.0641
C -0.2563 0.3361 -0.2013
C -0.4151 -0.2164 1.0785
O 0.9827 -0.2198 1.5702
C 1.5729 -0.2449 0.4099
N 1.0701 0.4365 -0.5882
H -2.1787 0.6186 -0.6873
H -1.0599 1.0624 -1.9439
H -0.6925 -1.2764 1.1512
H 2.2235 -1.1047 0.2749
*
```

Values from the calculation:
HOMO energy (alpha / beta) = -7.820 / -7.821 eV
Orbital gap (alpha / beta) = 8.169 / 8.170 eV
Lowest unoccupied orbital energy (alpha / beta) = 0.35 / 0.35 eV

natural (NBO) population analysis, charges in e, atoms 1 to 8:
1. N -0.77
2. C 0.36
3. C -0.29
4. O -0.46
5. C 0.50
6. N -0.55
7. H 0.41
8. H 0.41

Entry 10:
This record from OMol25 describes the ion C6H8N4O with charge +2 in a non-equilibrium geometry. The level of theory is wB97M-V/def2-TZVPD.

```
! wB97M-V def2-TZVPD RIJCOSX def2/J DEFGRID3
* xyz 2 1
C -1.2259 -2.0386 -0.3766
C -1.7381 -1.8030 0.8656
O -2.6302 -2.5655 1.3986
C -1.2167 -0.7857 1.7393
N -0.4332 0.1682 1.4695
C 0.1101 1.1927 1.3640
C 0.6911 2.4145 1.2040
N 0.8840 2.7589 -0.0549
C 1.1383 2.1908 -1.1915
N 1.5667 0.8760 -1.2145
N 2.1639 0.3943 -2.2464
H -1.6384 -2.8928 -0.6985
H -0.3549 -1.6540 -0.9281
H -2.9077 -3.3612 1.0560
H -1.2934 -0.9322 2.7724
H 1.1358 2.9993 2.0818
H 0.9004 2.8625 -2.0036
H 2.3402 0.7927 -3.0985
H 2.5081 -0.6171 -2.1386
*
```

Values from the calculation:
HOMO energy (alpha / beta) = -16.897 / -17.170 eV
Orbital gap (alpha / beta) = 6.016 / 6.769 eV
Lowest unoccupied orbital energy (alpha / beta) = -10.88 / -10.40 eV
Structure (SMILES) = C=C(O)C=[N+]=C=C/N=C\N=[NH2+]

natural (NBO) population analysis, charges in e, atoms 1 to 8:
1. C -0.21
2. C 0.29
3. O -0.60
4. C 0.11
5. N -0.24
6. C 0.52
7. C -0.01
8. N -0.25

| no. | molecular weight (g mol⁻¹) |
| --- | --- |
| 1 | 103.1 |
| 2 | 87.1 |
| 3 | 474.1 |
| 4 | 114.2 |
| 5 | 396.6 |
| 6 | 89.2 |
| 7 | 140.9 |
| 8 | 29.0 |
| 9 | 84.1 |
| 10 | 152.2 |